Entry from the Open Molecules 2025 dataset: a structure of composition C38H31AsF7N10OTi (wB97M-V/def2-TZVPD).

E_HOMO (spin up / spin down): -0.2037 / -0.1933 Eh
ΔE to the lowest compared entry with this formula, charge and spin: 0.000 eV
E_LUMO (spin up / spin down): -0.16 / -0.16 eV
Charge: 0
2S+1: 2

Last column: Löwdin charge in e.
Positions of all 89 atoms, in Å:
Ti 0.96 0.04 1.50  0.940
C -1.81 4.61 -0.37  -0.059
N -1.44 3.55 0.56  -0.112
C -0.30 2.87 0.58  -0.091
N -0.43 1.78 1.32  0.020
C -1.72 1.85 1.75  -0.175
N -2.37 2.89 1.29  0.131
C -1.99 4.03 -1.75  -0.192
C -1.37 4.57 -2.86  -0.024
C -1.47 3.95 -4.10  -0.056
C -2.16 2.76 -4.24  -0.008
C -2.78 2.21 -3.12  -0.137
C -2.71 2.85 -1.89  0.030
C -3.38 0.88 -3.16  -0.313
N -3.25 -0.07 -4.02  0.133
N -3.84 -1.20 -3.45  0.134
C -4.28 -0.84 -2.30  -0.304
O -4.06 0.48 -2.05  0.122
C -4.80 -1.61 -1.16  -0.131
C -6.01 -1.28 -0.55  -0.009
C -6.35 -1.87 0.65  -0.053
C -5.46 -2.74 1.27  -0.022
C -4.26 -3.06 0.67  -0.208
C -3.23 -3.91 1.37  -0.063
N -1.97 -3.19 1.52  -0.096
C -1.67 -1.90 1.38  -0.103
N -0.38 -1.72 1.60  0.008
C 0.07 -2.97 1.87  -0.175
N -0.85 -3.89 1.82  0.136
C -3.95 -2.53 -0.57  0.022
H -1.03 5.36 -0.36  0.131
H -2.72 5.05 0.03  0.136
H 0.58 3.17 0.03  0.126
H -2.15 1.13 2.42  0.115
H -0.78 5.48 -2.76  0.116
H -0.97 4.39 -4.96  0.111
H -2.20 2.25 -5.19  0.121
H -3.18 2.41 -1.02  0.117
H -6.67 -0.55 -1.01  0.123
H -7.29 -1.63 1.13  0.110
H -5.70 -3.15 2.25  0.117
H -3.00 -4.81 0.81  0.136
H -3.58 -4.21 2.36  0.130
H -2.39 -1.14 1.11  0.137
H 1.10 -3.18 2.10  0.128
H -3.01 -2.75 -1.05  0.113
C 4.23 0.18 1.47  -0.176
N 2.91 -0.07 0.91  -0.162
C 2.64 -1.21 0.24  -0.160
C 1.53 -1.29 -0.62  -0.285
C 0.86 -2.36 -1.20  -0.080
C -0.38 -1.87 -1.69  -0.111
C -0.48 -0.55 -1.42  -0.161
N 0.74 -0.07 -0.82  -0.077
C 5.04 -1.05 1.78  -0.232
C 4.96 -1.66 3.03  -0.034
C 5.69 -2.81 3.30  -0.079
C 6.51 -3.36 2.33  -0.097
C 6.60 -2.76 1.08  -0.087
C 5.87 -1.61 0.81  -0.056
H 4.10 0.77 2.38  0.106
H 4.80 0.80 0.77  0.116
H 3.25 -2.11 0.38  0.127
H 1.19 -3.38 -1.18  0.099
H -1.13 -2.46 -2.19  0.097
H -1.20 0.19 -1.75  0.095
H 4.33 -1.23 3.79  0.096
H 5.63 -3.27 4.28  0.103
H 7.09 -4.26 2.54  0.098
H 7.24 -3.19 0.31  0.100
H 5.93 -1.14 -0.16  0.115
F 1.91 -0.90 3.62  -0.268
As 1.35 0.46 4.62  0.777
F 0.82 -0.61 5.85  -0.204
F -0.17 0.24 3.71  -0.283
F 0.72 1.83 5.42  -0.207
F 1.80 1.46 3.21  -0.287
F 2.91 0.63 5.29  -0.204
F 3.07 3.72 -4.18  0.055
C 2.54 2.79 -3.36  -0.285
C 1.80 1.76 -3.91  0.005
C 1.24 0.82 -3.06  0.011
C 1.39 0.92 -1.68  -0.184
C 2.16 1.95 -1.16  -0.052
C 2.73 2.90 -2.00  0.003
H 1.69 1.69 -4.98  0.122
H 0.66 0.00 -3.48  0.123
H 2.34 2.01 -0.10  0.093
H 3.33 3.71 -1.61  0.122